(1)
Formula: C21H41N2O8P2S
Source: the OMol25 dataset
Level of theory: ωB97M-V/def2-TZVPD

The geometry in XYZ format:
```
75
Properties=species:S:1:pos:R:3:forces:R:3:lowdin_charge:R:1
C -3.21365 -1.18205 -2.67754 -4.5 -2.0 -8.5 0.062
C -3.78238 -1.56564 -3.92916 3.9 2.5 7.7 -0.095
C -4.16715 -2.00508 -5.49447 1.6 0.3 1.1 -0.195
C -4.51073 -0.66082 -6.36730 0.5 0.6 0.1 -0.216
C -6.06008 -0.54605 -6.89174 -0.6 -0.8 -0.4 -0.180
C -7.18986 -1.13004 -5.85740 -2.5 -2.5 1.1 -0.091
C -8.04391 -2.48553 -6.13026 -0.1 4.2 4.6 0.093
C -9.08098 -2.70274 -4.92027 1.8 1.1 -1.3 0.048
N -9.18620 -1.79869 -3.77352 -0.4 -2.7 -2.0 -0.031
N -8.49234 -0.69126 -3.44173 2.7 -1.0 -5.4 0.078
C -7.52773 -0.40234 -4.48866 0.0 0.6 -0.8 -0.401
S -6.51363 1.18772 -4.15947 -1.1 -1.3 -0.2 0.756
H -2.98230 -0.67335 -1.62224 -0.6 -1.6 -2.9 0.080
H -5.00355 -2.82257 -5.48710 1.6 1.7 0.1 0.102
H -3.17771 -2.47572 -5.96737 -2.3 0.9 1.3 0.130
H -3.80419 -0.64332 -7.32909 -1.7 0.0 2.1 0.137
H -4.22309 0.28244 -5.71216 -0.7 -2.1 -1.4 0.099
H -6.14644 -1.18061 -7.89407 0.0 1.3 2.3 0.137
H -6.34253 0.55825 -7.17515 0.5 -2.2 0.7 0.118
H -7.93209 -3.18186 -7.05831 -0.4 1.4 2.0 0.135
H -9.79154 -3.64940 -4.97634 1.5 2.4 0.6 0.155
H -9.94156 -2.04285 -3.06023 1.4 0.4 -1.3 0.196
H -6.32536 1.82313 -5.39832 -0.6 -1.2 0.9 -0.092
O 1.37530 -3.17109 1.14635 2.1 3.8 1.6 -0.255
P 0.44760 -2.06376 1.70377 -7.1 -5.6 -2.4 0.742
O -0.47150 -3.11962 2.61138 0.8 0.4 1.0 -0.239
C 0.14674 -4.10875 3.42718 -0.1 -0.5 0.3 -0.294
C 0.50284 -3.56618 4.79923 -0.1 0.0 0.1 -0.079
O -0.55647 -2.01083 0.37645 0.8 1.5 0.4 -0.239
C -0.09777 -2.45702 -0.89045 0.3 -0.3 -0.4 -0.310
C -0.41960 -3.92872 -1.09558 -0.2 -0.2 0.1 -0.072
O -0.58891 -0.82655 2.32656 3.0 0.4 -0.9 -0.210
C -0.68192 -0.53289 3.70344 -0.1 0.2 0.6 -0.302
C 0.58380 0.08064 4.24586 0.1 0.4 0.2 -0.081
H 1.03024 -4.53716 2.95333 0.0 0.1 -0.2 0.102
H -0.57671 -4.92154 3.54555 -0.1 0.1 -0.1 0.120
H 1.20036 -2.72977 4.71964 0.1 0.0 0.0 0.064
H 0.96638 -4.34289 5.41531 0.0 0.1 -0.1 0.083
H -0.38791 -3.20968 5.32304 0.1 -0.1 0.0 0.074
H 0.97112 -2.25294 -1.01194 -0.2 -0.2 0.1 0.106
H -0.61602 -1.86859 -1.65412 0.0 0.1 0.2 0.086
H -0.11655 -4.54396 -0.24373 0.2 0.2 -0.1 0.072
H 0.07343 -4.31010 -1.99408 0.0 0.0 0.1 0.078
H -1.50017 -4.06868 -1.20673 0.1 0.1 -0.1 0.071
H -0.99116 -1.41299 4.26489 0.2 -0.2 -0.1 0.092
H -1.49951 0.18954 3.81706 0.1 -0.1 -0.3 0.130
H 1.46276 -0.52093 4.00068 0.0 -0.1 0.1 0.059
H 0.51857 0.19032 5.33360 0.1 -0.1 -0.1 0.089
H 0.74457 1.07305 3.81169 0.0 -0.2 0.1 0.078
O 4.96471 2.00511 3.38057 4.6 0.0 0.5 -0.264
P 5.73560 2.76418 2.27283 -8.4 1.7 -3.9 0.761
O 4.75168 4.10986 2.33929 0.9 0.5 0.9 -0.240
C 4.39734 4.69316 3.58842 -0.3 0.4 0.2 -0.297
C 5.44038 5.68888 4.06204 0.0 0.1 0.0 -0.080
O 4.96798 2.01484 0.99926 1.7 -0.1 0.2 -0.227
C 4.36008 0.74412 1.17315 -0.2 -0.5 0.1 -0.294
C 2.89756 0.89179 1.56141 -0.2 0.3 -0.1 -0.071
O 6.59690 3.61229 1.03518 1.3 -2.1 2.0 -0.205
C 7.25082 4.84069 1.26773 0.3 0.5 0.0 -0.306
C 8.44776 4.69116 2.17196 0.5 0.0 -0.1 -0.082
H 4.22232 3.94034 4.35736 0.1 -0.2 -0.1 0.101
H 3.44972 5.21949 3.43668 0.1 -0.1 -0.2 0.120
H 6.41057 5.20537 4.19397 0.0 0.0 0.1 0.063
H 5.14578 6.13467 5.01712 0.0 -0.1 -0.1 0.082
H 5.56628 6.49861 3.33858 0.0 0.0 0.1 0.075
H 4.91578 0.14241 1.89984 -0.2 0.2 0.0 0.108
H 4.42381 0.21512 0.21705 0.1 0.2 0.0 0.118
H 2.75448 1.59680 2.38513 0.2 -0.2 0.0 0.069
H 2.47589 -0.07438 1.85218 0.1 0.0 0.0 0.035
H 2.31894 1.28327 0.71790 0.1 -0.1 0.0 0.086
H 6.54745 5.58901 1.62930 -0.1 -0.2 0.2 0.092
H 7.59145 5.20619 0.29117 -0.1 -0.3 0.0 0.131
H 8.19384 4.16617 3.09635 -0.1 0.1 0.1 0.063
H 8.86190 5.67376 2.42188 -0.1 -0.2 0.0 0.088
H 9.23049 4.10659 1.67716 -0.1 0.1 0.1 0.083
```
Positions in Å, forces in eV/Å.

Computed properties:
- Total energy: -2616.3774 Ha
- Gap between HOMO and LUMO: 5.838 eV
- Multiplicity: 1
- HOMO level: -11.204 eV
- Charge: +1

(2)
Formula: C4H9O3
Source: the OMol25 dataset
Level of theory: ωB97M-V/def2-TZVPD

The geometry in XYZ format:
```
16
Properties=species:S:1:pos:R:3:forces:R:3:lowdin_charge:R:1
C -1.98236 1.35589 0.87342 -0.5 0.0 0.4 -0.195
O -1.40212 0.21925 1.47320 0.2 -0.1 0.1 -0.155
H -1.07457 -0.36209 0.76128 -0.4 0.2 -0.4 0.024
H -2.91674 1.57363 1.41548 0.1 0.0 -0.2 0.063
H -2.21274 1.20030 -0.18173 0.1 -0.1 0.0 0.067
H -1.34970 2.24212 0.99528 0.2 0.0 -0.1 0.062
C 1.05020 -1.21717 -0.38268 -0.1 -0.4 0.1 -0.210
C 1.94529 -0.05338 0.04525 -1.0 0.0 0.2 -0.117
C 0.04671 -0.77256 -1.48079 0.2 0.0 -0.3 -0.731
O 0.59544 -0.48319 -2.56561 -0.2 0.0 0.1 -0.077
O -1.18103 -0.73253 -1.19564 0.3 0.0 0.3 -0.093
H 1.60402 -2.06906 -0.79007 0.3 0.3 -0.2 0.094
H 0.57026 -1.64265 0.49884 -0.4 0.2 0.1 0.084
H 2.44588 0.35346 -0.83212 0.3 0.0 0.3 0.065
H 2.57266 -0.32947 0.89043 0.6 -0.1 -0.3 0.054
H 1.28881 0.71745 0.47546 0.1 0.1 -0.3 0.064
```
Positions in Å, forces in eV/Å.

Computed properties:
- Total energy: -383.5857 Ha
- Gap between HOMO and LUMO: 8.397 eV
- Energy relative to the best compared isomer or geometry (same formula, charge and spin): 0.566 eV
- Multiplicity: 1
- HOMO level: -4.343 eV
- Charge: -1

(3)
Formula: C5H6O
Source: the OMol25 dataset
Level of theory: ωB97M-V/def2-TZVPD

The geometry in XYZ format:
```
12
Properties=species:S:1:pos:R:3:forces:R:3:lowdin_charge:R:1
C -0.59640 -0.07690 2.49392 -0.1 0.1 -0.4 0.113
C -0.83496 0.15730 1.33742 0.1 -0.1 0.5 -0.141
C -0.97495 0.41755 -0.09829 0.0 0.0 0.0 -0.159
C 0.41155 0.49451 -0.70783 0.0 0.1 0.2 -0.323
C 1.10191 -0.72456 -1.11628 0.1 -0.2 0.2 -0.111
O 0.53768 0.16225 -2.07717 -0.1 0.1 -0.2 -0.037
H -0.36979 -0.29253 3.51451 -0.1 0.1 -0.2 0.024
H -1.52403 1.35053 -0.27149 0.1 -0.1 0.0 0.123
H -1.53965 -0.38613 -0.58595 0.1 0.1 0.1 0.129
H 1.00920 1.34946 -0.38714 -0.1 -0.1 -0.1 0.149
H 0.58969 -1.68126 -1.01093 0.1 0.2 0.0 0.118
H 2.18974 -0.77021 -1.09078 -0.2 0.0 -0.1 0.113
```
Positions in Å, forces in eV/Å.

Computed properties:
- Total energy: -269.2453 Ha
- Gap between HOMO and LUMO: 11.189 eV
- Energy relative to the best compared isomer or geometry (same formula, charge and spin): 2.748 eV
- Multiplicity: 1
- Structure (SMILES): C#CC[C@H]1CO1
- HOMO level: -10.129 eV
- Charge: 0

(4)
Formula: C3HBrFO3
Source: the OMol25 dataset
Level of theory: ωB97M-V/def2-TZVPD

The geometry in XYZ format:
```
9
Properties=species:S:1:pos:R:3:forces:R:3:lowdin_charge:R:1
C -0.33601 1.76903 -0.14516 2.0 -2.9 0.2 -0.244
C -1.71122 1.50930 0.38416 -0.3 1.1 0.2 -0.728
C 0.80081 0.00689 0.00120 -2.6 1.9 -1.9 -0.690
O -2.10087 0.94956 -0.65071 -1.5 -1.2 -0.1 0.018
O 0.03426 2.55063 -0.92453 1.0 1.1 -0.4 0.078
O -2.19547 1.96472 1.41032 -0.1 -0.5 0.1 0.010
F 0.40596 -0.68748 1.10136 0.3 -0.2 -0.1 -0.119
Br 2.56081 0.74659 0.22452 0.4 -0.4 -0.1 0.574
H 0.63342 -0.62415 -0.98832 0.8 1.2 2.2 0.100
```
Positions in Å, forces in eV/Å.

Computed properties:
- Total energy: -3014.5219 Ha
- Gap between HOMO and LUMO: 7.272 eV
- Energy relative to the best compared isomer or geometry (same formula, charge and spin): 1.508 eV
- Multiplicity: 1
- HOMO level: -4.063 eV
- Charge: -1

(5)
Formula: C12H23N5O6RuS
Source: the OMol25 dataset
Level of theory: ωB97M-V/def2-TZVPD

The geometry in XYZ format:
```
48
Properties=species:S:1:pos:R:3:forces:R:3:lowdin_spin:R:1
O 1.56485 1.31120 -3.17045 0.0 0.2 -1.1 0.393
H 2.39433 1.60519 -3.57550 0.1 0.3 -0.1 0.006
Ru 0.40050 0.20575 -0.15315 -1.7 1.2 1.6 1.384
N -0.31195 -0.83741 -1.70332 0.1 -1.9 -0.5 0.540
N -1.33219 1.14627 -0.70287 -0.5 0.4 -0.3 0.395
N 1.60946 -0.80449 1.08386 2.3 -1.2 1.9 -0.002
N 0.10784 0.99105 1.70882 1.2 0.6 3.5 0.097
O -0.13783 -2.07637 -1.88313 0.4 0.8 0.4 0.635
O 2.31854 -1.95863 0.72863 -0.2 0.7 -0.3 -0.003
O -0.86835 1.82859 2.07223 0.4 -0.3 -1.0 0.036
O -2.08697 1.97642 -0.01684 1.1 -0.3 0.4 0.279
C -1.72125 0.96103 -1.99080 0.9 -1.7 -1.3 0.079
C -1.07054 -0.12018 -2.59965 -2.2 2.5 -0.3 0.264
C 1.76979 -0.45376 2.37277 0.3 -1.6 -2.7 0.068
C 0.88059 0.57706 2.74981 -2.2 1.5 -1.8 -0.006
C -1.18015 -0.55576 -4.00961 -0.2 0.0 -0.3 0.044
H -0.27478 -0.31099 -4.57940 -0.1 -0.1 0.2 0.015
H -2.01655 -0.05134 -4.49617 0.1 -0.1 0.0 0.001
H -1.33892 -1.63483 -4.06138 0.1 0.1 0.0 0.008
C -2.76343 1.85456 -2.52326 -0.3 0.1 -0.7 0.006
H -2.41509 2.89289 -2.55713 -0.1 -0.1 0.1 0.003
H -3.66170 1.81262 -1.90015 0.2 0.1 -0.1 0.000
H -3.03010 1.55178 -3.53525 0.0 0.1 0.0 0.000
C 2.69147 -1.18499 3.28598 0.3 0.1 0.3 0.012
C 0.66698 1.03912 4.15088 0.0 0.0 0.3 -0.002
H 3.47190 -1.72458 2.74003 -0.3 0.2 0.0 0.001
H 2.14402 -1.91378 3.90153 0.0 0.2 -0.2 0.005
H 3.17571 -0.48932 3.98238 -0.2 -0.1 -0.2 0.001
H -0.24020 1.65131 4.20698 0.4 -0.2 0.0 0.000
H 1.52512 1.62976 4.51204 -0.3 -0.2 -0.2 -0.002
H 0.56527 0.17346 4.82640 0.0 0.3 -0.2 0.000
H 2.39614 -1.88157 -0.24960 -0.3 -0.1 0.5 0.000
H -1.48213 1.95338 1.14578 0.0 0.4 0.1 -0.001
C 1.36065 1.90702 -0.96414 -0.2 0.0 3.9 0.410
H 1.41004 1.99678 -2.20479 -0.3 -0.4 -1.0 0.095
H 2.40122 1.78650 -0.66239 0.2 0.0 -0.2 0.026
H 1.03138 2.83206 -0.48805 -0.4 0.3 -0.6 0.030
O 2.10873 -0.46596 -1.54064 2.2 -0.3 -2.0 0.101
H 1.88775 0.19801 -2.36351 0.2 -1.1 1.0 0.000
H 3.08321 -0.58276 -1.63990 -0.8 0.2 0.4 0.011
S -3.30952 -1.98819 1.97937 1.0 -0.3 -0.5 0.001
C -2.11132 -3.17463 1.56821 0.6 0.6 -0.4 0.004
C -1.04816 -2.57935 0.92171 -1.0 -0.5 0.7 0.005
N -1.18273 -1.22139 0.77012 -0.8 0.4 0.6 0.061
C -2.32755 -0.77503 1.28139 0.3 -0.9 -0.2 0.001
H -2.19669 -4.23016 1.78718 -0.2 0.2 0.1 0.000
H -0.17664 -3.11334 0.55331 -0.2 0.3 0.0 0.000
H -2.68076 0.24695 1.24165 0.2 -0.1 0.0 0.001
```
Positions in Å, forces in eV/Å.

Computed properties:
- Total energy: -1688.6979 Ha
- ⟨S²⟩: 8.8035
- Gap between HOMO and LUMO (spin up / spin down): 5.520 / 6.200 eV
- Energy relative to the best compared isomer or geometry (same formula, charge and spin): 0.000 eV
- Multiplicity: 6
- HOMO level (spin up / spin down): -9.591 / -11.923 eV
- Charge: +1

(6)
Formula: C18H52BBaCl4N4O4
Source: the OMol25 dataset
Level of theory: ωB97M-V/def2-TZVPD

The geometry in XYZ format:
```
84
Properties=species:S:1:pos:R:3:forces:R:3:lowdin_charge:R:1
Ba -0.50473 -1.34593 -0.21590 -2.9 -4.4 3.9 2.514
B 0.97788 0.26895 0.17458 3.4 2.5 -0.2 -0.761
H 0.36426 0.56258 -0.66297 -1.7 1.9 -2.2 0.007
H 0.48981 0.13738 1.12783 1.1 -5.1 -1.1 -0.029
H 1.44138 -0.66476 -0.10400 2.6 -1.7 0.1 -0.031
H 1.67825 1.07688 0.31943 2.3 1.4 0.9 -0.012
C 1.31285 3.13786 2.24516 -0.2 1.0 -0.1 -0.161
C -0.10369 2.71346 2.02306 -0.2 1.0 1.6 -0.287
C -0.65503 3.16703 0.67602 -0.4 0.6 -0.4 -0.199
O -0.62599 4.60362 0.58895 0.1 -1.1 0.8 -0.140
C -1.28637 5.10425 -0.54334 -0.2 0.7 -0.5 -0.127
N -0.18465 1.26385 2.29876 2.5 9.4 4.0 0.092
H 1.77282 2.52296 3.01871 -0.6 0.5 0.1 0.033
H 1.41972 4.17799 2.55310 -0.1 0.1 -0.3 0.107
H 1.88219 2.94239 1.33646 -0.6 0.9 0.8 -0.065
H -0.68943 3.26183 2.76083 -0.5 -0.2 0.1 0.147
H -1.67492 2.81364 0.52414 0.4 1.2 0.5 0.088
H -0.12803 2.76282 -0.18825 -0.7 0.1 0.9 0.010
H -0.70560 4.92830 -1.44878 -0.3 0.3 0.1 0.021
H -1.44794 6.17584 -0.42630 0.4 0.1 0.2 0.097
H -2.30266 4.73705 -0.68616 -0.1 -0.6 0.2 0.091
H 0.41458 0.97916 3.06033 0.2 0.4 0.5 0.147
H 0.22104 0.82012 1.48721 0.4 3.6 1.0 -0.061
C 1.51997 -3.08914 3.12713 0.5 0.0 -1.1 -0.038
C 1.02522 -2.49740 1.73554 0.6 -2.2 2.5 -0.400
C 1.27266 -3.49200 0.57049 -0.9 -0.4 0.5 -0.112
O 0.90789 -2.92282 -0.72017 4.6 -5.5 0.6 -0.504
C 1.22422 -3.76823 -1.80868 0.9 -1.3 0.1 -0.060
N -0.40094 -2.30182 1.88357 0.7 -4.2 3.0 -0.222
H 2.59119 -3.26661 3.22256 0.1 0.0 -0.4 0.050
H 1.01230 -4.03908 3.29443 -0.1 0.1 0.1 0.082
H 1.29044 -2.38715 3.92876 -0.3 0.0 -0.1 0.082
H 1.53096 -1.54235 1.59341 -0.3 -0.6 -0.3 0.069
H 0.57770 -4.32584 0.66975 -0.1 -0.3 0.6 0.132
H 2.25583 -3.94964 0.68025 0.4 0.5 -0.7 0.148
H 2.27704 -4.05021 -1.82082 0.2 0.1 0.1 0.118
H 0.98614 -3.32277 -2.77460 0.5 -0.1 0.6 0.081
H 0.66024 -4.69491 -1.70251 -0.1 -0.2 -0.1 0.115
H -0.72694 -1.79338 2.69307 2.0 -1.6 0.0 0.070
H -0.95173 -3.14613 1.94597 0.5 -1.0 0.0 0.115
C -1.87246 -2.16707 -4.30258 1.0 -0.2 0.7 0.010
C -1.00336 -2.11819 -2.98787 -0.3 0.9 -2.0 -0.359
C 0.22949 -1.20027 -3.13588 0.8 -0.8 -0.8 -0.160
O 1.02459 -1.22456 -1.94757 0.3 1.9 -3.8 -0.471
C 2.17449 -0.50513 -2.09291 3.0 0.4 -1.6 -0.110
N -1.84714 -1.66533 -1.88730 -4.8 -4.0 -5.3 -0.252
H -2.36484 -3.13414 -4.40469 0.2 -0.1 0.0 0.087
H -1.23769 -1.98824 -5.17045 -0.3 0.0 -0.2 0.088
H -2.67928 -1.43703 -4.23783 0.3 0.3 -0.2 0.081
H -0.62780 -3.10716 -2.72520 -0.6 0.3 -0.4 0.104
H -0.03042 -0.17332 -3.39261 0.5 -0.9 -0.8 0.108
H 0.91092 -1.57484 -3.89971 -0.3 -0.2 -0.6 0.145
H 2.84542 -0.50278 -1.23388 -0.6 -0.3 0.1 0.100
H 2.06638 0.54037 -2.38158 -0.6 -0.1 -0.2 0.091
H 2.80076 -0.95872 -2.86112 0.0 -0.1 -0.6 0.122
H -2.71181 -1.26211 -2.21874 0.0 0.6 -0.6 0.111
H -2.20584 -2.57333 -1.62853 -0.6 -0.5 0.8 0.105
C -3.42770 0.40635 2.62393 -0.9 0.8 -0.4 -0.027
C -2.76150 -0.15762 1.33651 1.0 0.2 1.7 -0.318
C -2.69837 0.76516 0.10277 -0.2 0.0 -0.8 -0.086
O -1.78064 0.23224 -0.88533 -2.8 5.3 0.0 -0.583
C -1.41690 1.03650 -1.98307 -0.9 1.5 0.4 -0.139
N -1.37473 -0.41807 1.79833 -7.3 -2.7 -1.0 -0.245
H -4.44206 0.80150 2.56864 -0.1 0.1 -0.5 0.078
H -2.79610 1.20232 3.01843 0.0 0.1 -0.1 0.081
H -3.52539 -0.32488 3.42633 0.4 -0.4 -0.3 0.083
H -3.16652 -1.15080 1.14245 -0.7 0.0 -0.6 0.126
H -2.31464 1.74023 0.40295 -1.0 -0.9 -0.1 0.083
H -3.57793 0.84938 -0.53548 -0.9 0.3 1.0 0.147
H -2.26204 1.26558 -2.63221 -0.3 -0.1 -0.2 0.125
H -0.61679 0.61344 -2.59046 -1.1 0.3 1.2 0.042
H -0.94950 1.96684 -1.66044 -1.4 -0.8 0.2 -0.033
H -1.46715 -0.87005 2.69682 -1.4 1.5 0.1 0.075
H -0.82600 0.40854 1.98729 -3.1 0.4 0.7 -0.194
C 3.18928 0.10605 1.60027 1.1 0.6 1.1 -0.953
Cl 4.17467 -0.91346 2.66626 0.3 -0.2 -0.1 0.594
Cl 3.50743 1.82184 1.89424 3.2 -1.5 -0.1 0.717
H 3.48427 -0.01877 0.55840 -0.4 -0.6 0.5 0.036
H 2.16195 -0.07041 1.91895 0.8 0.1 -0.5 -0.004
C 1.78684 2.71372 -0.98962 0.8 1.5 -1.0 -0.896
Cl 2.83975 4.18831 -0.72190 -0.7 -1.4 -0.3 0.574
Cl 0.52110 3.09426 -2.18693 2.2 1.1 -1.4 0.744
H 2.27887 1.82951 -1.39477 0.7 1.0 0.2 0.017
H 1.27048 2.37636 -0.09091 0.9 1.2 -0.8 -0.050
```
Positions in Å, forces in eV/Å.

Computed properties:
- Total energy: -3126.9261 Ha
- Gap between HOMO and LUMO: 7.178 eV
- Multiplicity: 1
- HOMO level: -9.872 eV
- Charge: +1